# 1
C26H44BrN3OP2Ru | ωB97M-V/def2-TZVPD

XYZ file:
```
78
C26H44BrN3OP2Ru (ωB97M-V/def2-TZVPD)
N 3.790 -4.661 6.719
C 3.097 -3.544 6.919
C 2.695 -2.719 5.859
C 2.940 -3.138 4.530
C 3.629 -4.346 4.327
C 4.041 -5.064 5.478
C 2.169 -2.467 3.455
Ru 2.425 -1.529 1.653
P -2.574 -1.565 -3.432
C 1.649 -3.206 2.291
C 0.395 -2.735 1.704
C -0.245 -3.442 0.638
C -1.589 -3.187 0.337
C -2.372 -2.195 1.015
C -1.664 -1.417 1.965
C -0.416 -1.807 2.415
Br -4.177 -2.091 0.880
H 1.559 -1.683 3.951
H 2.076 -4.178 2.020
H 2.150 -1.807 6.073
H 3.848 -4.780 3.347
H 2.870 -3.269 7.948
H 4.604 -5.998 5.377
H 0.330 -4.226 0.150
H -0.133 -1.497 3.421
H -2.061 -3.770 -0.461
H -2.100 -0.556 2.452
P 2.652 -1.303 -0.453
C -4.238 -1.926 -2.782
C -5.276 -2.576 -3.712
H -4.617 -0.979 -2.375
H -4.026 -2.585 -1.932
H -6.208 -2.732 -3.153
H -5.525 -1.954 -4.579
H -4.980 -3.563 -4.083
C -1.599 -3.036 -3.055
C -1.371 -3.809 -4.370
H -2.193 -3.648 -2.361
H -0.656 -2.729 -2.574
H -0.743 -4.690 -4.198
H -2.323 -4.158 -4.795
H -0.881 -3.180 -5.125
C -2.022 0.036 -2.804
C -2.631 1.152 -3.689
H -0.922 0.053 -2.910
H -2.303 0.135 -1.742
H -1.954 2.011 -3.733
H -2.775 0.789 -4.719
H -3.599 1.502 -3.312
C 2.050 0.183 -1.313
C 3.143 1.008 -1.982
H 1.493 0.776 -0.566
H 1.306 -0.159 -2.051
H 3.780 1.500 -1.240
H 3.786 0.400 -2.625
H 2.692 1.783 -2.613
C 2.300 -2.622 -1.662
C 3.236 -3.810 -1.485
H 2.372 -2.198 -2.678
H 1.252 -2.940 -1.512
H 4.283 -3.481 -1.519
H 3.056 -4.317 -0.527
H 3.071 -4.539 -2.292
C 4.430 -0.924 0.023
C 4.671 -0.098 1.281
H 4.776 -0.387 -0.855
H 4.987 -1.852 0.146
H 5.461 -0.537 1.898
H 4.992 0.938 1.048
H 3.750 -0.067 1.944
N 0.050 3.242 -0.186
C -0.501 2.253 0.610
N -1.820 2.494 0.956
O 0.105 1.227 0.908
H -0.383 4.152 -0.215
H 1.036 3.182 -0.374
H -2.190 1.922 1.707
H -2.206 3.430 0.889
```

## Properties
- Charge: +4
- ΔE to the lowest compared entry with this formula, charge and spin: 435.8 kJ/mol
- HOMO level (alpha / beta): -0.7116 / -0.7116 Ha
- Multiplicity: 5

# 2
C26H44MoN3P2Se | ωB97M-V/def2-TZVPD

XYZ file:
```
77
C26H44MoN3P2Se (ωB97M-V/def2-TZVPD)
Mo 0.462 -1.007 -0.210
C 1.644 2.988 0.003
C 2.595 2.098 0.813
C 4.036 2.060 0.211
P 1.804 0.564 1.413
C 3.068 -0.424 2.384
C 3.451 0.481 3.544
C 4.311 -0.998 1.624
C 0.406 1.107 2.500
C 0.521 1.942 3.584
C -0.525 2.094 4.460
C -1.653 1.384 4.248
C -1.804 0.464 3.214
C -0.745 0.304 2.350
N -0.758 -0.426 1.132
C -1.613 -1.541 0.945
C -1.801 -2.500 1.952
C -2.404 -3.657 1.533
C -2.756 -3.904 0.242
C -2.580 -2.997 -0.745
C -2.012 -1.736 -0.373
P -1.748 -0.354 -1.531
C -2.838 1.093 -1.092
C -1.930 2.370 -0.862
C -3.848 0.954 -0.001
C -2.345 -0.904 -3.119
C -3.882 -1.042 -3.316
C -1.764 -0.095 -4.278
H 1.774 4.025 0.341
H 0.564 2.698 0.106
H 1.923 3.003 -1.066
H 2.748 2.600 1.740
H 4.212 1.732 -0.853
H 4.682 1.460 0.816
H 4.482 3.036 0.204
H 2.523 -1.259 2.856
H 3.823 1.510 3.217
H 4.215 -0.016 4.030
H 2.696 0.779 4.272
H 4.663 -0.378 0.769
H 4.318 -2.003 1.235
H 5.190 -0.896 2.276
H 1.504 2.550 3.889
H -0.394 2.676 5.360
H -2.516 1.468 4.869
H -2.775 -0.099 3.064
H -1.500 -2.340 2.922
H -2.528 -4.484 2.190
H -3.400 -4.774 0.091
H -3.013 -3.203 -1.757
H -3.390 1.230 -2.058
H -1.888 2.626 0.257
H -2.353 3.331 -1.304
H -0.974 2.115 -1.250
H -3.370 0.942 0.960
H -4.417 0.019 -0.030
H -4.614 1.780 -0.106
H -1.978 -1.964 -3.177
H -4.326 -0.097 -3.221
H -4.309 -1.725 -2.581
H -4.111 -1.463 -4.296
H -2.133 0.945 -4.295
H -2.117 -0.465 -5.198
H -0.643 -0.066 -4.281
N 1.984 0.100 -1.472
C 1.910 -0.046 -2.977
C 1.926 -1.550 -3.168
N 0.724 -2.107 -2.414
H 1.987 1.052 -1.203
H 2.967 -0.144 -1.240
H 2.787 0.407 -3.445
H 1.036 0.446 -3.202
H 2.858 -2.008 -2.694
H 1.895 -1.867 -4.196
H 0.774 -3.059 -2.147
H -0.155 -2.026 -3.044
Se 1.449 -2.813 0.581
```

## Properties
- Charge: +3
- ΔE to the lowest compared entry with this formula, charge and spin: 72.4 kJ/mol
- HOMO level (alpha / beta): -0.6261 / -0.6261 Ha

# 3
C26H44N2O17 | ωB97M-V/def2-TZVPD

XYZ file:
```
89
C26H44N2O17 (ωB97M-V/def2-TZVPD)
C -11.986 -16.555 -18.508
C -12.097 -15.106 -17.878
C -13.112 -14.751 -16.825
O -12.468 -13.772 -15.969
C -11.174 -14.097 -16.095
O -10.218 -13.597 -15.420
O -10.968 -14.943 -17.035
H -12.610 -16.638 -19.398
H -12.349 -17.271 -17.771
H -10.948 -16.816 -18.712
H -12.206 -14.252 -18.547
H -13.431 -15.619 -16.248
H -13.909 -14.140 -17.249
C -17.669 -14.718 -16.308
C -17.905 -13.483 -15.461
C -18.741 -13.640 -14.140
O -17.737 -13.663 -13.126
C -16.562 -13.356 -13.695
O -15.553 -13.256 -13.084
O -16.676 -13.126 -14.966
H -17.246 -15.538 -15.728
H -17.168 -14.618 -17.271
H -18.586 -15.277 -16.491
H -18.305 -12.770 -16.181
H -19.326 -14.559 -14.092
H -19.412 -12.794 -13.986
C -19.064 -8.408 -20.490
C -19.755 -9.475 -19.760
C -19.110 -10.861 -19.737
O -19.030 -11.143 -18.330
C -19.365 -10.097 -17.607
O -18.977 -9.810 -16.454
O -19.818 -9.120 -18.309
H -19.004 -8.599 -21.562
H -18.030 -8.527 -20.164
H -19.535 -7.438 -20.336
H -20.826 -9.557 -19.943
H -18.070 -10.792 -20.055
H -19.774 -11.528 -20.287
C -14.439 -16.198 -20.897
C -14.355 -17.383 -20.028
C -15.533 -18.373 -20.003
O -14.922 -19.600 -20.274
C -13.629 -19.494 -20.475
O -12.854 -20.434 -20.572
O -13.248 -18.173 -20.512
H -15.191 -15.469 -20.594
H -14.742 -16.658 -21.838
H -13.511 -15.658 -21.083
H -14.029 -17.019 -19.053
H -16.271 -18.096 -20.756
H -16.168 -18.504 -19.127
C -18.277 -12.836 -18.331
C -17.604 -14.025 -18.980
C -17.373 -14.105 -20.522
O -15.937 -13.983 -20.597
C -15.367 -14.146 -19.407
O -14.164 -14.230 -19.166
O -16.343 -14.279 -18.461
H -17.452 -12.219 -17.973
H -18.852 -13.129 -17.453
H -19.006 -12.390 -19.007
H -18.136 -14.918 -18.653
H -17.667 -13.111 -20.858
H -17.714 -14.951 -21.119
C -19.778 -13.762 -21.663
O -19.504 -13.284 -20.521
N -20.043 -12.953 -22.704
C -19.729 -13.328 -24.057
C -20.266 -11.523 -22.482
H -19.912 -14.816 -21.951
H -20.360 -12.687 -24.673
H -19.818 -14.353 -24.415
H -18.808 -12.856 -24.397
H -19.522 -10.975 -23.060
H -21.258 -11.264 -22.852
H -20.123 -11.186 -21.455
C -15.982 -14.989 -23.530
O -14.892 -15.582 -23.628
N -16.234 -13.640 -23.649
C -17.342 -12.914 -23.088
C -15.172 -12.736 -23.940
H -16.905 -15.526 -23.262
H -18.246 -13.522 -23.037
H -17.496 -12.043 -23.724
H -17.105 -12.676 -22.051
H -14.645 -12.792 -24.893
H -15.501 -11.709 -23.781
H -14.458 -12.801 -23.120
```

## Properties
- ΔE to the lowest compared entry with this formula, charge and spin: 1243.4 kJ/mol
- HOMO level: -0.3426 Ha

# 4
C26H45ClEuNPSe | ωB97M-V/def2-TZVPD

XYZ file:
```
76
C26H45ClEuNPSe (ωB97M-V/def2-TZVPD)
Eu 0.000 0.000 2.148
P 0.097 0.568 -0.136
Cl 0.836 2.207 2.464
C -1.699 0.658 2.274
H -2.628 0.079 2.249
H -1.824 1.729 2.477
C 1.921 0.814 -0.394
C -0.740 2.211 -0.403
C 2.465 0.903 -1.828
H 2.074 1.780 0.111
C 3.961 1.256 -1.806
H 2.338 -0.064 -2.332
H 1.914 1.646 -2.411
C 4.762 0.232 -0.993
H 4.342 1.312 -2.833
H 4.086 2.253 -1.362
C 4.207 0.103 0.431
H 4.709 -0.746 -1.494
H 5.821 0.515 -0.962
C 2.711 -0.234 0.416
H 4.754 -0.665 0.990
H 4.344 1.050 0.969
H 2.557 -1.233 -0.014
H 2.352 -0.266 1.458
C -0.586 -0.549 -1.472
C -2.260 2.063 -0.594
H -0.577 2.666 0.583
C -2.939 3.435 -0.487
H -2.491 1.627 -1.574
H -2.667 1.381 0.163
C -2.343 4.422 -1.499
H -4.019 3.330 -0.645
H -2.797 3.826 0.530
C -0.825 4.547 -1.318
H -2.559 4.069 -2.518
H -2.818 5.404 -1.396
C -0.127 3.181 -1.426
H -0.406 5.235 -2.062
H -0.611 4.973 -0.329
H -0.228 2.801 -2.450
H 0.943 3.304 -1.227
C 0.105 -1.923 -1.550
H -1.623 -0.713 -1.138
C -0.643 -2.865 -2.504
H 1.134 -1.787 -1.907
H 0.166 -2.384 -0.565
C -0.774 -2.259 -3.906
H -0.125 -3.830 -2.549
H -1.645 -3.060 -2.095
C -1.424 -0.873 -3.839
H 0.225 -2.167 -4.354
H -1.355 -2.924 -4.556
C -0.656 0.060 -2.890
H -1.469 -0.422 -4.838
H -2.460 -0.971 -3.486
H 0.358 0.208 -3.274
H -1.138 1.038 -2.873
C 0.098 -2.436 1.934
C -1.214 -2.070 1.713
H 0.816 -2.354 1.122
C -2.301 -2.449 2.686
H -1.533 -1.790 0.713
C -1.743 -2.803 4.066
H -3.052 -1.653 2.762
H -2.837 -3.315 2.264
C -0.634 -3.850 3.922
H -1.335 -1.901 4.535
H -2.548 -3.180 4.707
C 0.536 -3.316 3.079
H -0.264 -4.158 4.906
H -1.055 -4.746 3.444
H 1.242 -2.771 3.713
H 1.093 -4.154 2.635
Se 0.000 0.000 7.218
C 0.000 0.000 5.464
N 0.000 0.000 4.148
```

## Properties
- Charge: -1
- ΔE to the lowest compared entry with this formula, charge and spin: 349.1 kJ/mol
- HOMO level (alpha / beta): -0.0986 / -0.1077 Ha
- Multiplicity: 7

# 5
C26H45Ge2NO6SeTi | ωB97M-V/def2-TZVPD

XYZ file:
```
82
C26H45Ge2NO6SeTi (ωB97M-V/def2-TZVPD)
Ti 8.540 10.254 13.067
O 8.649 8.614 11.662
C 7.597 7.587 11.693
C 6.769 7.784 12.945
N 6.429 9.186 13.172
C 5.553 9.760 12.144
C 6.280 10.891 11.353
O 5.674 11.333 10.392
O 7.448 11.222 11.828
C 5.926 9.476 14.520
C 6.201 11.005 14.721
O 5.299 11.740 15.098
O 7.477 11.259 14.504
H 8.740 8.924 10.701
H 6.975 7.619 10.784
H 8.085 6.588 11.688
H 5.866 7.146 12.907
H 7.320 7.458 13.839
H 5.230 8.989 11.400
H 4.676 10.224 12.602
H 4.882 9.213 14.673
H 6.539 8.875 15.222
C 11.014 5.380 14.437
C 9.936 6.417 14.339
Ge 10.676 8.344 14.119
C 12.153 8.294 12.699
C 13.357 7.385 12.804
C 11.701 8.609 15.826
C 11.034 9.232 16.824
Ge 9.502 10.154 15.989
C 10.101 12.097 16.254
C 11.584 12.289 15.991
C 8.230 9.867 17.561
C 7.749 8.461 17.721
C 11.258 9.212 18.297
C 11.038 10.347 19.121
C 11.225 10.289 20.498
C 11.686 9.117 21.080
C 11.941 7.987 20.305
C 11.680 8.033 18.933
H 10.638 4.403 14.859
H 11.817 5.690 15.135
H 11.513 5.190 13.469
H 9.293 6.424 15.264
H 9.236 6.199 13.527
H 12.480 9.366 12.683
H 11.631 8.143 11.733
H 13.818 7.395 13.800
H 14.158 7.673 12.087
H 13.133 6.332 12.583
H 12.767 8.300 15.935
H 9.817 12.374 17.302
H 9.457 12.691 15.576
H 12.210 11.709 16.714
H 11.928 13.330 16.070
H 11.855 11.903 14.993
H 7.392 10.573 17.372
H 8.753 10.211 18.483
H 7.725 7.888 16.767
H 6.723 8.401 18.135
H 8.420 7.869 18.383
H 10.718 11.276 18.680
H 11.071 11.145 21.136
H 11.884 9.095 22.147
H 12.407 7.108 20.740
H 11.780 7.123 18.369
C 8.241 8.008 7.868
C 7.848 9.387 8.332
O 8.763 9.848 9.388
C 9.613 10.978 9.055
C 8.877 12.297 9.187
H 7.440 7.519 7.268
H 8.501 7.347 8.719
H 9.126 8.049 7.195
H 6.843 9.466 8.778
H 7.885 10.146 7.523
H 9.977 10.799 8.033
H 10.437 10.894 9.757
H 7.817 12.220 8.917
H 9.336 13.033 8.496
H 8.949 12.635 10.227
Se 10.520 11.436 12.585
```

## Properties
- ΔE to the lowest compared entry with this formula, charge and spin: 0.0 kJ/mol
- HOMO level (alpha / beta): -0.2956 / -0.2940 Ha

# 6
C26H46AsMoO3PS5Si3 | ωB97M-V/def2-TZVPD

XYZ file:
```
86
C26H46AsMoO3PS5Si3 (ωB97M-V/def2-TZVPD)
Mo -0.091 -0.648 0.327
C 6.071 -0.487 2.157
C 4.975 -1.508 2.012
O 3.722 -0.876 2.409
P 2.358 -1.322 1.763
S 0.906 -0.208 2.569
S 2.316 -1.152 -0.233
O 2.231 -2.832 2.203
C 1.554 -3.859 1.431
C 1.313 -5.040 2.332
H 7.037 -0.958 1.968
H 6.082 -0.078 3.167
H 5.939 0.331 1.450
H 5.118 -2.368 2.663
H 4.887 -1.857 0.982
H 2.181 -4.102 0.575
H 0.614 -3.461 1.047
H 2.253 -5.462 2.686
H 0.771 -5.807 1.776
H 0.715 -4.751 3.197
O -0.711 -2.001 -0.865
C -2.013 -2.377 -0.380
C -3.064 -1.862 -1.336
C -4.388 -1.644 -1.108
C -5.095 -1.291 -2.293
C -4.285 -1.269 -3.387
S -2.668 -1.645 -2.990
C -2.071 -3.881 -0.286
C -3.023 -4.666 0.291
C -2.762 -6.054 0.115
C -1.625 -6.277 -0.600
S -0.864 -4.821 -1.057
C -2.094 -1.688 0.993
C -2.437 -0.360 1.221
C -2.496 -0.069 2.625
C -2.205 -1.148 3.393
S -1.872 -2.544 2.466
H -4.852 -1.739 -0.134
H -6.153 -1.078 -2.326
H -4.551 -1.038 -4.406
H -3.888 -4.276 0.811
H -3.395 -6.842 0.496
H -1.195 -7.223 -0.886
H -2.904 0.263 0.473
H -2.760 0.896 3.031
H -2.165 -1.200 4.470
C -1.645 4.621 -1.463
Si -1.837 2.929 -0.747
C -2.583 3.072 0.953
C -2.873 1.900 -1.874
As 0.209 1.761 -0.425
Si 1.575 3.168 0.932
C 0.630 3.484 2.497
C 1.881 4.755 0.032
C 3.184 2.286 1.209
Si 1.317 1.735 -2.546
C 3.149 1.788 -2.307
C 0.756 0.194 -3.412
C 0.798 3.242 -3.493
H -2.576 5.156 -1.250
H -1.510 4.595 -2.543
H -0.828 5.196 -1.030
H -3.658 2.869 0.923
H -2.444 4.083 1.342
H -2.124 2.385 1.659
H -3.775 2.462 -2.136
H -3.181 0.952 -1.428
H -2.338 1.669 -2.798
H -0.027 4.351 2.391
H 1.335 3.687 3.307
H 0.022 2.629 2.794
H 1.020 5.422 0.028
H 2.213 4.604 -0.996
H 2.691 5.260 0.569
H 3.243 1.348 0.658
H 3.322 2.052 2.267
H 4.010 2.922 0.882
H 3.523 1.032 -1.616
H 3.468 2.771 -1.955
H 3.608 1.616 -3.286
H 0.649 -0.663 -2.744
H 1.479 -0.079 -4.186
H -0.210 0.363 -3.893
H 0.841 4.152 -2.893
H -0.213 3.145 -3.896
H 1.484 3.368 -4.337
```

## Properties
- Charge: +1
- ΔE to the lowest compared entry with this formula, charge and spin: 35.9 kJ/mol
- HOMO level (alpha / beta): -0.3820 / -0.3771 Ha
- Multiplicity: 2